Entry from OMol25: a 16-piece molecular cluster, C49H82F2N18O3P overall in a non-equilibrium geometry (ωB97M-V with the def2-TZVPD basis set).

```
! RIJCOSX wB97M-V def2-TZVPD def2/J DEFGRID3
* xyz 1 1
C 11.2417 3.4582 2.0935
C 10.7058 2.0193 1.9673
N 9.2803 2.0650 1.5307
P 8.7903 0.8412 0.5253
C 8.8770 -0.8073 1.3050
C 10.2371 -1.1670 1.8940
N 10.3744 -1.4188 3.1121
C 7.0049 1.1372 0.2134
C 6.5021 0.4638 -1.0885
C 5.2653 -0.4218 -0.7559
C 3.9527 0.3741 -0.8471
C 2.7954 -0.5371 -0.3676
C 1.6272 0.2503 0.2893
C 0.3302 0.3053 -0.5521
C -0.8059 -0.6121 -0.0703
C -1.2077 -0.4212 1.4038
C -2.4076 0.5362 1.6217
C -2.0004 1.9400 2.1170
C -2.3110 3.0508 1.0892
O -2.1315 2.5260 -0.2183
C -1.7488 3.5004 -1.1738
N 9.5357 0.7998 -1.0617
C 9.7739 2.0893 -1.6443
O 9.5903 2.2552 -2.7894
F 10.2262 3.0860 -0.9100
C 10.6653 -0.0587 -1.1916
O 11.7826 0.2095 -0.9484
F 10.3937 -1.2446 -1.6895
H 11.9688 3.5304 2.8963
H 11.6512 3.7841 1.1396
H 10.4330 4.1398 2.3681
H 11.3468 1.3799 1.3585
H 10.7242 1.6088 2.9782
H 9.0176 2.9795 1.1811
H 8.6123 -1.5143 0.5077
H 8.1174 -0.8558 2.0867
H 11.1079 -1.2249 1.2325
H 11.3543 -1.6392 3.2841
H 6.9182 2.2285 0.1420
H 6.4582 0.8441 1.1107
H 6.1459 1.2447 -1.7623
H 7.2600 -0.1135 -1.6170
H 5.2235 -1.2049 -1.5134
H 5.3786 -0.8081 0.2598
H 3.9921 1.3177 -0.2835
H 3.7708 0.6040 -1.9015
H 3.2310 -1.1755 0.4106
H 2.4268 -1.1912 -1.1591
H 1.9759 1.2819 0.4040
H 1.4903 -0.1308 1.3008
H 0.0216 1.3406 -0.6757
H 0.6044 -0.0367 -1.5595
H -1.6805 -0.3565 -0.6828
H -0.5787 -1.6539 -0.3108
H -1.5287 -1.3974 1.7840
H -0.3878 -0.1087 2.0523
H -2.9879 0.0873 2.4357
H -3.0750 0.5869 0.7695
H -2.5318 2.1872 3.0369
H -0.9426 2.0252 2.3814
H -3.3643 3.3483 1.2185
H -1.6709 3.9190 1.2791
H -0.7705 3.2279 -1.5874
H -2.4514 3.4246 -2.0102
H -1.7366 4.5094 -0.7641
C -4.7596 1.3254 -2.3417
C -4.1098 0.1564 -1.7427
N -3.6107 -0.7503 -1.2402
H -5.1826 1.9473 -1.5531
H -4.0261 1.9071 -2.8964
H -5.5530 1.0187 -3.0186
C 14.9777 0.2257 -1.0724
C 16.3036 -0.3658 -1.2680
N 17.3456 -0.8307 -1.4217
H 14.3243 -0.0535 -1.8954
H 14.5483 -0.1328 -0.1393
H 15.0591 1.3103 -1.0341
C -5.7752 6.1909 0.5426
C -5.5318 4.7838 0.2188
N -5.3404 3.6772 -0.0353
H -5.8589 6.7700 -0.3745
H -6.6993 6.2836 1.1087
H -4.9510 6.5797 1.1377
C 5.4491 5.3378 -0.5605
C 4.5351 4.1938 -0.6411
N 3.8126 3.2978 -0.6998
H 6.2731 5.2032 -1.2595
H 4.9166 6.2522 -0.8119
H 5.8448 5.4237 0.4500
C -9.2878 1.4124 -3.5043
C -7.9565 1.4622 -4.1209
N -6.9086 1.4993 -4.6007
H -9.2537 1.8799 -2.5358
H -10.0034 1.9389 -4.1285
H -9.5996 0.3755 -3.3962
C -4.0611 -4.7156 2.8503
C -5.5106 -4.9302 2.8322
N -6.6499 -5.0951 2.8082
H -3.7487 -4.2550 1.9147
H -3.7952 -4.0549 3.6734
H -3.5414 -5.6649 2.9700
C 9.9505 -4.9023 -0.3274
C 8.4882 -4.9226 -0.3595
N 7.3366 -4.9192 -0.3761
H 10.3287 -4.1111 -0.9726
H 10.2950 -4.7280 0.6906
H 10.3320 -5.8616 -0.6700
C -3.9140 -6.9977 -0.4987
C -2.9675 -7.4462 0.5275
N -2.2299 -7.8025 1.3383
H -4.5134 -6.1759 -0.1173
H -3.3717 -6.6649 -1.3824
H -4.5664 -7.8150 -0.7657
C -7.5290 -3.0099 5.5659
C -6.4440 -2.0271 5.6108
N -5.5769 -1.2738 5.6794
H -8.1486 -2.8442 4.6878
H -7.1123 -4.0133 5.5191
H -8.1443 -2.9172 6.4587
C -8.0068 5.1095 -5.6095
C -8.3185 5.0237 -4.1815
N -8.5656 4.9525 -3.0580
H -6.9985 5.4943 -5.7454
H -8.0730 4.1203 -6.0599
H -8.7149 5.7794 -6.0986
C -4.0951 -10.7663 2.4071
C -5.5563 -10.8798 2.4220
N -6.7044 -10.9700 2.4324
H -3.6884 -11.3512 1.5849
H -3.8045 -9.7254 2.2803
H -3.6862 -11.1378 3.3443
C -3.5619 1.0456 6.7314
C -2.6164 1.9823 6.1142
N -1.8737 2.7144 5.6304
H -3.0881 0.0790 6.8812
H -3.8720 1.4449 7.6958
H -4.4366 0.9146 6.1019
C -11.1394 1.0000 0.6757
C -11.1903 1.5959 -0.6613
N -11.2235 2.0655 -1.7129
H -10.1159 1.0129 1.0456
H -11.7724 1.5667 1.3550
H -11.4909 -0.0288 0.6332
C -6.1163 -8.1616 -3.8400
C -6.3664 -7.5089 -2.5527
N -6.5626 -6.9947 -1.5398
H -5.2721 -7.6867 -4.3359
H -5.8927 -9.2148 -3.6822
H -6.9966 -8.0747 -4.4730
C -12.1364 7.3952 -5.8287
C -10.8116 7.4334 -6.4522
N -9.7686 7.4645 -6.9405
H -12.0966 7.8717 -4.8517
H -12.8529 7.9222 -6.4551
H -12.4574 6.3625 -5.7094
*
```

Its energy is -99818.41428 eV. For the frontier orbital gap, the calculation gives 6.55 eV.